The following is a quantum chemistry calculation of C8H12B2F2 in the gas phase, from the OMol25 dataset.

Element x y z (Å)
C -1.82103 -2.24843 0.46838
C -1.00127 -1.04622 0.30257
C -1.00600 0.02011 1.09278
C -1.84937 0.27267 2.27865
B -0.26501 1.27036 0.52060
F -0.67419 2.49015 0.95204
C 0.87528 1.15921 -0.49206
C 1.83838 2.23635 -0.38757
C 0.94857 0.04327 -1.22335
C 2.03218 -0.40512 -2.07647
B -0.02602 -1.08733 -0.92237
F -0.08982 -2.13827 -1.81506
H -1.34017 -2.88307 1.21274
H -2.86948 -2.07480 0.74294
H -1.85767 -2.82098 -0.46978
H -1.94604 1.33504 2.41420
H -1.34572 -0.06283 3.18779
H -2.85892 -0.15512 2.23469
H 2.55683 2.25831 -1.25726
H 2.33664 2.24374 0.57094
H 1.36337 3.19037 -0.37816
H 2.96163 -0.52605 -1.48636
H 1.76284 -1.33846 -2.55818
H 2.27498 0.26713 -2.91171

Output
- Electronic energy: -561.56297 Eh
- Kohn-Sham gap: 8.44 eV
- Total charge: 0

Results of the natural (NBO) charge analysis, in e, for atoms 1 through 8: atom 1 (C): -0.66, atom 2 (C): -0.31, atom 3 (C): -0.29, atom 4 (C): -0.66, atom 5 (B): 1.08, atom 6 (F): -0.49, atom 7 (C): -0.30, atom 8 (C): -0.65


The following is a quantum chemistry calculation of 6 unconnected molecules or ions with the total composition C22H45IN7O9PS3, from the OMol25 dataset.

Element x y z (Å)
O 0.24885 -4.50698 2.68618
S -0.09251 -4.10440 1.36007
O -0.12629 -2.48553 1.39115
C 0.59365 -1.91781 0.27508
C -0.17657 -2.02388 -1.02973
C 0.52513 -1.43223 -2.27075
S 1.74801 -0.13465 -1.94703
C 3.29535 -0.96803 -1.75136
S 4.55378 -0.22596 -1.09417
N 3.31931 -2.29922 -2.24725
C 3.32190 -3.45920 -1.52191
C 3.30587 -4.45238 -2.44172
N 3.31885 -3.92677 -3.70011
C 3.32601 -2.64339 -3.56948
O -1.74167 -4.47109 1.25742
P -2.18852 -5.75808 0.26740
O -2.37919 -5.06726 -1.20915
I -0.18167 -7.17688 -0.02877
H 1.59602 -2.34419 0.24245
H 0.71763 -0.86746 0.52626
H -0.35315 -3.08337 -1.24014
H -1.16068 -1.58868 -0.85833
H 0.98653 -2.24232 -2.83285
H -0.24990 -1.01657 -2.91206
H 3.32311 -3.50435 -0.45095
H 3.28056 -5.49048 -2.16074
H 3.31503 -1.87406 -4.32279
H -1.57873 -5.24565 -1.72616
C 7.34385 4.14352 0.84004
C 6.64104 2.98749 0.17671
O 7.19648 1.91835 -0.03898
N 5.34532 3.16978 -0.18562
C 4.52490 4.35481 -0.02080
H 8.36478 3.85005 1.06868
H 7.36110 5.00374 0.16899
H 6.84235 4.41219 1.77116
H 4.93582 2.35714 -0.62120
H 3.65319 4.10763 0.58966
H 4.18009 4.69537 -0.99836
H 5.07916 5.15637 0.45447
C 8.39760 8.36320 -1.90048
C 7.62954 7.07266 -2.04852
O 6.90559 6.64403 -1.16069
N 7.76594 6.38758 -3.21084
C 8.57063 6.72994 -4.36931
H 8.18423 8.78638 -0.92374
H 9.47013 8.17999 -1.97443
H 8.09303 9.07910 -2.66475
H 7.22664 5.53609 -3.23986
H 7.92404 6.82479 -5.24306
H 9.29231 5.93328 -4.55561
H 9.10291 7.66267 -4.21916
C -4.63071 -6.54272 3.63895
C -5.63316 -7.51040 3.05711
O -5.38135 -8.69340 2.90735
N -6.84937 -7.01384 2.69734
C -7.32883 -5.64885 2.79742
H -3.71652 -7.07898 3.87421
H -4.39796 -5.75918 2.91613
H -5.01791 -6.09789 4.55682
H -7.46932 -7.71100 2.31685
H -8.21793 -5.62197 3.43041
H -7.59889 -5.28541 1.80401
H -6.57315 -4.99564 3.22010
C -2.64077 1.94429 -0.18447
C -3.30647 0.76399 -0.84925
O -2.72242 -0.30588 -1.00265
N -4.57857 0.91821 -1.27086
C -5.43267 2.09688 -1.17099
H -1.62975 1.66383 0.09763
H -2.58970 2.78992 -0.87076
H -3.18617 2.23357 0.71453
H -4.95922 0.09127 -1.70458
H -6.32028 1.82722 -0.58553
H -5.73486 2.40266 -2.17532
H -4.91856 2.92000 -0.68622
C -7.58262 1.96440 3.35303
C -7.04449 1.29501 2.11326
O -7.34591 1.67473 0.98811
N -6.20166 0.24567 2.27641
C -5.72787 -0.34623 3.51544
H -8.23550 2.77902 3.05500
H -8.15868 1.25618 3.94929
H -6.76748 2.37203 3.95207
H -5.88011 -0.15226 1.40649
H -4.63927 -0.28758 3.55024
H -6.02018 -1.39661 3.54796
H -6.13909 0.16369 4.37962

Output
- Electronic energy: -3759.41878 Eh
- Kohn-Sham gap: 8.36 eV
- Total charge: 0

Results of the Mulliken charge analysis, in e, for atoms 1 through 8: atom 1 (O): -0.67, atom 2 (S): 0.94, atom 3 (O): -0.35, atom 4 (C): -0.94, atom 5 (C): 0.48, atom 6 (C): -1.06, atom 7 (S): -0.03, atom 8 (C): 0.07


The following is a quantum chemistry calculation of a molecular structure, C5H9NO, from the OMol25 dataset.

Element x y z (Å)
C 1.30092 -1.48823 0.77691
C 0.58036 -0.50004 -0.14627
C -0.76759 -0.05094 0.43121
C -1.54655 0.83835 -0.52141
O -1.44868 0.60321 -1.81811
C 1.43131 0.67123 -0.41730
N 2.08017 1.60938 -0.61938
H 0.66438 -2.36154 0.95314
H 1.52946 -1.02755 1.74359
H 2.23895 -1.82903 0.33007
H 0.37397 -0.96169 -1.11781
H -1.39637 -0.94231 0.56143
H -0.65342 0.42442 1.41263
H -0.90991 2.08837 -0.27399
H -2.52232 1.15743 -0.10975
H -0.95468 1.76894 -1.18496

Output
- Electronic energy: -325.75646 Eh
- Kohn-Sham gap: 10.46 eV
- Total charge: 0

Results of the natural (NBO) charge analysis, in e, for atoms 1 through 8: atom 1 (C): -0.59, atom 2 (C): -0.34, atom 3 (C): -0.44, atom 4 (C): 0.14, atom 5 (O): -0.79, atom 6 (C): 0.29, atom 7 (N): -0.33, atom 8 (H): 0.22


The following is a quantum chemistry calculation of 2 unconnected molecules or ions with the total composition C9H10N2O5, from the OMol25 dataset.

Element x y z (Å)
O 2.20581 3.21377 3.40411
C 1.76183 3.07783 2.28542
C 1.80853 4.19099 1.30054
C 1.32254 4.04762 0.07072
C 0.71427 2.76696 -0.36799
O 0.27578 2.62737 -1.49104
C 0.66663 1.66016 0.61497
C 1.15157 1.79793 1.84462
H 2.25822 5.11342 1.64515
H 1.34605 4.84324 -0.66304
H 0.21572 0.74139 0.27092
H 1.12178 0.99740 2.57294
N 0.87413 -2.79769 -1.25709
O 0.74178 -1.80329 -0.24081
C -0.57783 -1.56642 0.06300
O -0.87658 -1.39446 1.20719
N -1.49319 -1.40807 -1.00504
C -2.17215 -2.61006 -1.49855
C -2.70615 -3.43926 -0.35134
O -2.35513 -4.58129 -0.17018
H 1.64369 -2.46922 -1.83283
H 1.19482 -3.62631 -0.76202
H -1.07024 -0.87386 -1.75551
H -3.04305 -2.27511 -2.07887
H -1.56085 -3.26003 -2.12643
H -3.44799 -2.97302 0.32116

Output
- Electronic energy: -834.55406 Eh
- Kohn-Sham gap: 8.76 eV
- Total charge: 0

Results of the natural (NBO) charge analysis, in e, for atoms 1 through 8: atom 1 (O): -0.49, atom 2 (C): 0.49, atom 3 (C): -0.23, atom 4 (C): -0.23, atom 5 (C): 0.48, atom 6 (O): -0.50, atom 7 (C): -0.22, atom 8 (C): -0.23


The following is a quantum chemistry calculation of C6H8O4 in the gas phase, from the OMol25 dataset.

Element x y z (Å)
C 3.18108 -1.02499 -0.12383
C 3.20065 0.17799 0.12150
O 2.94814 1.53815 0.34873
C 1.66220 1.85341 -0.21934
O 1.53842 2.02012 -1.40879
O 0.53240 1.93341 0.61990
C 0.00720 0.58008 0.82994
O -1.40002 0.59166 1.06692
C -1.87905 -0.71244 0.61095
C -2.39015 -0.62891 -0.91583
H 2.97252 -2.01458 -0.62236
H 0.59681 0.04906 1.65790
H 0.26776 0.00488 -0.12856
H -2.75866 -1.04565 1.24928
H -1.08058 -1.52305 0.73687
H -1.78117 0.21784 -1.38678
H -2.11039 -1.58962 -1.45171
H -3.50716 -0.42737 -0.98479

Output
- Electronic energy: -534.20606 Eh
- Kohn-Sham gap: 10.77 eV
- Total charge: 0

Results of the natural (NBO) charge analysis, in e, for atoms 1 through 8: atom 1 (C): -0.34, atom 2 (C): 0.28, atom 3 (O): -0.50, atom 4 (C): 1.00, atom 5 (O): -0.50, atom 6 (O): -0.52, atom 7 (C): 0.22, atom 8 (O): -0.52